Entry 1:
This record from OMol25 describes a single C10H20N6O4 molecule. The level of theory is wB97M-V/def2-TZVPD.

```
! RIJCOSX wB97M-V def2-TZVPD def2/J DEFGRID3
* xyz 0 1
H -0.8056 2.1673 -1.9501
N -0.6710 1.8887 -0.9426
C -1.6744 2.5069 -0.2859
N -2.2711 3.6600 -0.7343
N -2.2061 2.0604 0.8657
C -1.9082 0.8840 1.6505
C -2.9258 -0.3201 1.5819
C -2.3428 -1.6325 0.9824
C -2.0226 -1.5769 -0.5726
N -3.0419 -2.4005 -1.2485
C -0.5448 -1.9667 -0.9070
O -0.2366 -2.9894 -1.4456
N 0.3000 -0.9728 -0.4274
C 1.7190 -1.0030 -0.5539
C 2.4893 0.1433 -1.1845
C 2.9446 1.3204 -0.3568
N 2.2229 2.4266 -0.3248
O 4.0312 1.1218 0.2118
C 2.1466 -1.2323 0.9458
O 1.3458 -1.5081 1.7917
O 3.4147 -1.1782 1.1645
H -2.1195 4.0007 -1.6648
H -3.1756 3.9521 -0.4186
H -3.1235 2.6123 1.0116
H -1.0066 0.5178 1.3102
H -1.6884 1.2137 2.7122
H -3.1671 -0.5008 2.6112
H -3.8984 -0.0629 1.0782
H -2.9683 -2.4994 1.2414
H -1.4065 -1.7885 1.5478
H -1.9905 -0.4181 -0.8834
H -2.7225 -3.3751 -1.1882
H -3.0041 -2.1461 -2.2795
H -0.2134 -0.1095 -0.3668
H 1.9851 -1.9063 -1.1344
H 3.4854 -0.3016 -1.4445
H 2.0965 0.4323 -2.1133
H 1.2850 2.4966 -0.8014
H 2.5548 3.2110 0.1848
H 3.8271 -0.4401 0.6533
*
```

Computed properties:
* relative energy (zero: lowest compared OMol25 entry of this formula, charge and spin): 50.46 kcal/mol
* Kohn-Sham gap: 9.154 eV
* max |F|: 3.47 eV Å⁻¹
* SMILES: [H]/N=C(\N)NCCC[C@H](N)C(=O)N[C@@H](CC(N)=O)C(=O)O
* electronic energy: -27825.53598 eV

=====

Entry 2:
This record from OMol25 describes a molecular structure, C54H47N7O4RuS4. The level of theory is wB97M-V/def2-TZVPD.

```
! RIJCOSX wB97M-V def2-TZVPD def2/J DEFGRID3
* xyz 1 2
Ru -2.5300 0.6453 0.6347
C 3.2383 -2.1700 5.6840
C 2.4535 -1.1968 4.8464
C 2.9706 0.0666 4.5583
C 2.2575 0.9696 3.7907
C 1.0155 0.6012 3.2801
C 0.4739 -0.6382 3.5697
C 1.1967 -1.5256 4.3553
S 0.2000 1.7718 2.2289
O 0.4167 3.0711 2.8130
O 0.7018 1.5623 0.8969
N -1.3638 1.4062 2.2218
C -2.0380 1.4782 3.4712
C -1.5479 1.8765 4.6921
C -2.3711 1.9005 5.8409
C -3.6939 1.5740 5.7916
C -4.2486 1.1910 4.5496
C -5.6249 0.9179 4.3591
C -6.0936 0.5729 3.1260
C -5.1794 0.4581 2.0614
N -3.8927 0.6842 2.2153
C -3.4095 1.1009 3.4275
H 3.3878 -1.7833 6.6929
H 4.2264 -2.3439 5.2554
H 2.7254 -3.1275 5.7624
H 3.9370 0.3509 4.9581
H 2.6422 1.9625 3.5968
H -0.4975 -0.9059 3.1753
H 0.7722 -2.4944 4.5895
H -0.5263 2.2095 4.7949
H -1.9302 2.2079 6.7800
H -4.3215 1.6151 6.6715
H -6.3029 1.0212 5.1975
H -7.1425 0.3854 2.9487
H -5.4912 0.1867 1.0612
N -1.1437 -0.8734 0.7439
S -0.0213 -1.5272 0.0693
N 1.4016 -0.8202 -0.3575
S 1.6923 -0.0813 -1.6748
N 0.6259 0.6936 -2.4439
S -0.4993 1.7339 -1.8680
N -1.4148 1.2371 -0.8991
C -1.2493 2.1227 -3.4352
C -2.5520 2.5888 -3.3606
C -3.1840 2.9880 -4.5287
C -2.5193 2.9161 -5.7429
C -1.2161 2.4369 -5.8042
C -0.5692 2.0408 -4.6446
C 0.3382 3.2485 -1.4671
C -0.1864 4.0021 -0.4331
C 0.4241 5.2031 -0.1072
C 1.5295 5.6368 -0.8242
C 2.0267 4.8824 -1.8807
C 1.4287 3.6778 -2.2121
C 2.2299 -1.2447 -2.9065
C 1.6265 -1.3189 -4.1472
C 2.0922 -2.2671 -5.0511
C 3.1395 -3.1063 -4.7071
C 3.7302 -3.0201 -3.4498
C 3.2746 -2.0847 -2.5387
C 3.1542 0.8606 -1.3421
C 3.9301 1.2335 -2.4362
C 5.0279 2.0463 -2.2221
C 5.3338 2.4730 -0.9339
C 4.5654 2.0681 0.1449
C 3.4631 1.2444 -0.0483
C 0.6448 -2.7635 1.1553
C -0.2982 -3.5349 1.8257
C 0.1323 -4.5052 2.7148
C 1.4917 -4.6884 2.9363
C 2.4214 -3.9111 2.2628
C 2.0027 -2.9426 1.3601
C -0.4130 -2.4397 -1.4149
C 0.2534 -3.6089 -1.7711
C -0.0827 -4.2227 -2.9663
C -1.0619 -3.6714 -3.7880
C -1.7141 -2.5028 -3.4237
C -1.3843 -1.8791 -2.2273
H -3.0700 2.5944 -2.4098
H -4.2026 3.3484 -4.4869
H -3.0213 3.2241 -6.6503
H -0.7038 2.3727 -6.7548
H 0.4432 1.6671 -4.6804
H -1.0366 3.6357 0.1271
H 0.0432 5.7889 0.7178
H 2.0059 6.5719 -0.5610
H 2.8776 5.2334 -2.4492
H 1.8034 3.0865 -3.0359
H 0.8037 -0.6619 -4.3917
H 1.6296 -2.3441 -6.0258
H 3.5009 -3.8351 -5.4203
H 4.5462 -3.6779 -3.1835
H 3.7264 -2.0018 -1.5579
H 3.6845 0.8896 -3.4329
H 5.6478 2.3433 -3.0569
H 6.1855 3.1206 -0.7737
H 4.8186 2.3920 1.1451
H 2.8472 0.9151 0.7722
H -1.3528 -3.3685 1.6572
H -0.5919 -5.1173 3.2350
H 1.8256 -5.4386 3.6408
H 3.4788 -4.0582 2.4358
H 2.7161 -2.3236 0.8372
H 1.0072 -4.0382 -1.1242
H 0.4189 -5.1359 -3.2574
H -1.3152 -4.1605 -4.7195
H -2.4826 -2.0625 -4.0454
H -1.8600 -0.9541 -1.9353
N -3.7221 -1.7394 0.3671
C -4.4207 -1.6769 -0.9125
C -4.1592 -0.3405 -1.6124
O -4.1349 -0.2652 -2.8208
O -4.0316 0.6566 -0.7796
H -2.8397 -2.2275 0.3159
H -4.2865 -2.1359 1.1068
H -5.4987 -1.7126 -0.7384
H -4.1610 -2.4866 -1.5948
*
```

Computed properties:
* Kohn-Sham gap (spin up / spin down): 7.075 / 7.244 eV
* max |F|: 1.13 eV Å⁻¹
* electronic energy: -121293.15659 eV

=====

Entry 3:
This record from OMol25 describes a molecular structure, C21H35B4Cl33N2O5. The level of theory is wB97M-V/def2-TZVPD.

```
! RIJCOSX wB97M-V def2-TZVPD def2/J DEFGRID3
* xyz 0 1
C 4.6839 -1.2957 0.7816
C 3.4135 -0.7788 1.4689
C 3.5355 0.6011 2.0791
C 2.2071 0.9931 2.7155
N 2.1067 2.4485 2.8302
B 1.0525 3.0577 2.0632
O -0.2377 2.5798 1.9139
B -0.7597 2.9170 0.6837
C -2.3243 2.9564 0.5053
C -2.9540 1.5760 0.4295
O -2.4560 0.6294 1.0709
N -4.0529 1.4494 -0.4097
C -5.0382 2.5078 -0.1271
C -4.6890 0.1376 -0.3147
O 0.0622 3.2183 -0.3725
B 1.2468 3.8254 0.0027
B 2.6008 4.0959 -0.9808
O 3.1990 5.3599 -0.8883
C 3.2842 3.0561 -1.9363
C 2.4916 1.7606 -2.1804
O 1.3323 4.2205 1.3382
H 4.4031 -1.7542 -0.1558
H 5.1457 -2.0760 1.3619
H 5.4041 -0.5259 0.5888
H 3.1211 -1.5027 2.2174
H 2.6151 -0.7237 0.7555
H 4.2914 0.5617 2.8603
H 3.8234 1.3168 1.3199
H 1.3920 0.5499 2.1603
H 2.2156 0.5763 3.7062
H 2.1292 2.7602 3.7869
H -2.5170 3.4812 -0.4223
H -2.7960 3.5060 1.3086
H -6.0299 2.1804 -0.3720
H -4.8458 3.3635 -0.7551
H -5.0320 2.8105 0.9110
H -5.2538 -0.0083 -1.2237
H -5.3808 0.0724 0.5128
H -3.9785 -0.6636 -0.2733
H 3.6650 5.4181 -0.0474
H 3.5576 3.5513 -2.8575
H 4.2182 2.7745 -1.4505
H 2.7708 1.0091 -1.4552
H 1.4270 1.9249 -2.2030
H 2.7702 1.3617 -3.1452
C -4.1370 -5.5915 -0.3204
Cl -5.6066 -5.3081 0.6110
Cl -4.4083 -5.1522 -2.0109
Cl -2.7774 -4.6921 0.3516
H -3.9049 -6.6407 -0.2740
C 7.3514 2.6562 -2.2193
Cl 6.3330 4.0589 -1.8893
Cl 6.4254 1.1548 -2.0857
Cl 8.0883 2.7879 -3.8141
H 8.1400 2.6298 -1.4816
C -8.2385 -6.5867 -2.1281
Cl -8.5233 -8.3220 -2.2283
Cl -8.1421 -5.8803 -3.7415
Cl -9.4907 -5.7954 -1.1676
H -7.2873 -6.4262 -1.6362
C -1.2734 -1.6459 -3.4019
Cl 0.3935 -2.1821 -3.2231
Cl -1.3301 -0.1982 -4.4047
Cl -2.2440 -2.9555 -4.0814
H -1.6624 -1.4032 -2.4221
C 7.7236 4.5053 -7.3405
Cl 7.5633 5.8820 -6.2504
Cl 9.3159 3.7601 -7.1740
Cl 6.4481 3.3244 -7.0462
H 7.6242 4.8637 -8.3544
C -0.0168 4.7724 -4.6105
Cl 1.0250 5.1347 -3.2266
Cl 0.3668 3.2327 -5.3860
Cl -1.7159 4.8430 -4.1443
H 0.1571 5.5412 -5.3490
C 7.4330 -0.9473 3.7069
Cl 7.1937 -2.6921 3.8174
Cl 7.6142 -0.4412 2.0301
Cl 6.0857 -0.0984 4.4560
H 8.3410 -0.6970 4.2358
C 2.0732 -0.6019 7.2119
Cl 2.7832 -1.6257 8.4569
Cl 1.1910 0.7458 7.9339
Cl 3.3120 -0.0179 6.0964
H 1.3729 -1.1974 6.6334
C -5.6311 -9.6440 0.8138
Cl -5.5961 -10.9182 -0.4027
Cl -4.0040 -9.0184 1.0879
Cl -6.7874 -8.3835 0.3519
H -5.9700 -10.0743 1.7448
C -0.7092 -3.8858 6.9293
Cl 0.4753 -3.1980 5.8125
Cl -0.2491 -5.5219 7.3925
Cl -0.8935 -2.8571 8.3487
H -1.6605 -3.9324 6.4191
C -9.7549 1.1708 -2.2277
Cl -11.1280 2.0587 -1.5686
Cl -9.6344 1.4062 -3.9701
Cl -8.2562 1.6547 -1.4274
H -9.9113 0.1198 -2.0393
*
```

Computed properties:
* Kohn-Sham gap: 9.287 eV
* max |F|: 2.51 eV Å⁻¹
* electronic energy: -451515.18332 eV